Model A:
The following is a quantum chemistry calculation of a structure of composition C3H4S, from OMol25.

ORCA input file:
```
! RIJCOSX wB97M-V def2-TZVPD def2/J DEFGRID3
* xyz 0 1
C 1.383 -0.807 1.543
C 1.114 -0.398 0.378
C -0.388 0.320 -0.710
S 2.880 -0.493 0.281
H 1.019 -1.105 2.554
H 0.107 1.220 -1.104
H -1.061 0.479 0.064
H -0.471 -0.655 -1.139
*
```

Summary:
Gap between HOMO and LUMO in eV: 8.16
E_HOMO in eV: -7.75

***

Model B:
The following is a quantum chemistry calculation of a cluster of 2 separate species, C3H4S in total, from OMol25.

ORCA input file:
```
! RIJCOSX wB97M-V def2-TZVPD def2/J DEFGRID3
* xyz 0 1
C -1.363 1.177 1.121
C -0.030 -0.673 0.070
C 0.858 -0.632 -0.912
S -1.183 2.667 1.248
H 0.192 -0.362 1.058
H -1.011 -0.881 -0.082
H 0.605 -1.037 -1.768
H 1.933 -0.260 -0.735
*
```

Summary:
Gap between HOMO and LUMO in eV: 9.51
E_HOMO in eV: -9.55

***

The winner here is model B, beating the second structure by 0.825 eV.

***

Model A:
The following is a quantum chemistry calculation of a cluster of 13 separate species, C78H65N13O26 in total, from OMol25.

ORCA input file:
```
! RIJCOSX wB97M-V def2-TZVPD def2/J DEFGRID3
* xyz 0 1
C -0.083 -8.057 -0.903
C -0.083 -7.181 0.150
C -0.451 -5.826 0.014
C -0.899 -5.353 -1.218
C -0.859 -6.309 -2.347
C -0.437 -7.589 -2.188
N -1.364 -3.966 -1.430
O -1.697 -3.507 -2.520
O -1.326 -3.318 -0.392
H 0.181 -9.086 -0.711
H 0.207 -7.510 1.137
H -0.672 -5.320 0.942
H -1.391 -6.010 -3.238
H -0.466 -8.331 -2.972
C 2.268 4.843 2.383
C 1.628 3.882 1.626
C 0.999 2.832 2.279
C 0.988 2.728 3.655
C 1.662 3.761 4.411
C 2.296 4.839 3.733
N 0.250 1.633 4.378
O -0.252 0.796 3.645
O 0.244 1.623 5.588
H 2.681 5.644 1.788
H 1.600 4.041 0.558
H 0.461 2.118 1.674
H 1.729 3.707 5.488
H 2.757 5.582 4.368
C -0.738 -1.447 -4.825
C -0.998 -0.383 -3.963
C -1.099 0.910 -4.545
C -0.967 1.082 -5.951
C -0.812 -0.033 -6.753
C -0.639 -1.305 -6.215
N -0.919 2.424 -6.551
O -0.527 3.310 -5.820
O -1.212 2.510 -7.751
H -0.569 -2.473 -4.534
H -1.031 -0.496 -2.890
H -1.351 1.755 -3.922
H -0.608 0.195 -7.788
H -0.579 -2.211 -6.801
C -0.978 -2.975 5.077
C -1.924 -3.619 4.220
C -2.801 -4.569 4.746
C -2.712 -4.925 6.130
C -1.835 -4.305 6.951
C -0.999 -3.264 6.447
N -3.687 -5.904 6.691
O -4.168 -5.669 7.811
O -3.976 -6.884 6.063
H -0.178 -2.352 4.704
H -2.090 -3.439 3.168
H -3.478 -5.066 4.067
H -1.855 -4.484 8.016
H -0.298 -2.697 7.041
C 3.933 -0.737 4.218
C 3.477 0.208 3.321
C 4.076 1.430 3.198
C 5.203 1.709 3.998
C 5.719 0.745 4.894
C 4.970 -0.403 5.113
N 5.874 3.060 3.945
O 6.846 3.335 4.671
O 5.512 3.872 3.130
H 3.488 -1.719 4.280
H 2.724 -0.077 2.602
H 3.683 2.161 2.506
H 6.583 1.117 5.425
H 5.301 -1.163 5.805
C 3.897 -1.261 -2.668
C 4.278 -0.002 -3.138
C 5.607 0.309 -3.495
C 6.577 -0.677 -3.351
C 6.235 -1.962 -2.851
C 4.846 -2.212 -2.572
N 8.012 -0.420 -3.688
O 8.787 -1.329 -3.655
O 8.360 0.719 -4.034
H 2.893 -1.542 -2.386
H 3.503 0.748 -3.205
H 5.906 1.166 -4.081
H 7.014 -2.691 -2.683
H 4.597 -3.259 -2.482
C 3.529 -6.767 0.122
C 3.480 -7.372 -1.140
C 3.066 -6.785 -2.295
C 2.617 -5.460 -2.232
C 2.705 -4.776 -0.984
C 3.169 -5.376 0.172
N 1.955 -4.799 -3.339
O 1.728 -5.402 -4.331
O 1.732 -3.583 -3.329
H 3.791 -7.317 1.014
H 3.817 -8.373 -1.367
H 2.996 -7.374 -3.198
H 2.356 -3.760 -0.867
H 3.053 -4.774 1.061
C -5.479 -1.728 3.317
C -5.707 -0.857 2.269
C -4.985 0.290 2.166
C -4.035 0.696 3.077
C -3.858 -0.183 4.170
C -4.478 -1.410 4.268
N -3.339 1.977 2.920
O -2.968 2.580 3.880
O -3.156 2.409 1.762
H -6.082 -2.623 3.308
H -6.308 -1.073 1.398
H -5.330 0.947 1.381
H -3.179 0.028 4.982
H -4.249 -2.098 5.068
C -1.698 7.784 0.721
C -1.275 6.467 0.775
C -1.537 5.577 -0.277
C -2.177 6.082 -1.444
C -2.589 7.396 -1.541
C -2.456 8.275 -0.421
N -2.330 5.214 -2.614
O -1.903 4.039 -2.560
O -2.973 5.676 -3.537
H -1.450 8.550 1.440
H -0.744 6.177 1.670
H -1.185 4.563 -0.153
H -2.983 7.807 -2.459
H -2.645 9.326 -0.579
C 6.770 7.145 -0.445
C 6.380 6.062 0.398
C 5.629 4.998 -0.073
C 5.257 4.921 -1.451
C 5.776 5.893 -2.322
C 6.597 6.977 -1.845
N 4.421 3.796 -1.977
O 4.181 2.901 -1.204
O 4.156 3.767 -3.204
H 7.351 7.990 -0.108
H 6.685 6.044 1.434
H 5.475 4.110 0.523
H 5.596 5.762 -3.379
H 6.999 7.749 -2.485
C -0.256 1.207 -0.649
C 1.050 0.870 -0.783
C 1.472 -0.214 -0.023
C 0.558 -1.029 0.718
C -0.788 -0.694 0.769
C -1.126 0.472 0.082
N 1.027 -2.237 1.491
O 0.175 -2.829 2.161
O 2.236 -2.504 1.428
H -0.556 2.053 -1.249
H 1.758 1.464 -1.343
H 2.509 -0.515 0.023
H -1.485 -1.215 1.409
H -2.127 0.867 0.167
C -5.787 -1.543 -2.187
C -4.632 -1.440 -1.423
C -4.284 -2.461 -0.504
C -5.206 -3.508 -0.248
C -6.360 -3.606 -1.140
C -6.636 -2.631 -2.102
N -4.938 -4.577 0.724
O -5.594 -5.603 0.648
O -4.093 -4.505 1.549
H -6.117 -0.715 -2.796
H -3.911 -0.668 -1.649
H -3.334 -2.417 0.009
H -7.141 -4.329 -0.958
H -7.514 -2.635 -2.732
C -5.970 4.986 -1.108
C -4.946 4.088 -0.695
C -4.569 3.074 -1.570
C -4.983 3.038 -2.929
C -5.950 3.966 -3.398
C -6.474 4.935 -2.446
N -4.445 2.032 -3.860
O -4.439 2.321 -5.041
O -3.932 0.983 -3.396
H -6.360 5.827 -0.553
H -4.579 3.997 0.317
H -3.850 2.437 -1.074
H -6.238 4.063 -4.434
H -7.174 5.632 -2.883
*
```

Summary:
Gap between HOMO and LUMO in eV: 8.12
E_HOMO in eV: -9.20

***

Model B:
The following is a quantum chemistry calculation of a cluster of 13 separate species, C78H65N13O26 in total, from OMol25.

ORCA input file:
```
! RIJCOSX wB97M-V def2-TZVPD def2/J DEFGRID3
* xyz 0 1
C 2.364 3.466 4.469
C 2.168 2.714 3.328
C 1.022 2.990 2.634
C 0.090 3.910 3.090
C 0.248 4.590 4.286
C 1.434 4.363 4.969
N -1.130 4.135 2.384
O -2.042 4.643 2.979
O -1.195 3.722 1.216
H 3.300 3.334 4.992
H 2.926 2.034 2.995
H 0.865 2.489 1.653
H -0.431 5.292 4.701
H 1.580 5.077 5.784
C -3.372 4.619 -4.934
C -2.444 4.076 -4.025
C -1.803 2.867 -4.437
C -2.000 2.448 -5.723
C -2.919 2.960 -6.623
C -3.635 4.118 -6.209
N -1.144 1.338 -6.259
O -1.322 1.004 -7.396
O -0.245 0.918 -5.524
H -3.991 5.536 -4.709
H -2.310 4.492 -2.972
H -1.115 2.371 -3.772
H -2.937 2.585 -7.605
H -4.213 4.667 -6.878
C 1.491 3.984 -3.301
C 2.601 3.425 -3.930
C 3.716 3.063 -3.180
C 3.647 3.233 -1.803
C 2.491 3.658 -1.177
C 1.374 4.045 -1.935
N 4.744 2.915 -0.942
O 5.559 2.135 -1.385
O 4.652 3.299 0.209
H 0.713 4.306 -3.957
H 2.716 3.194 -5.000
H 4.633 2.659 -3.547
H 2.448 3.539 -0.115
H 0.457 4.284 -1.402
C 3.045 -1.051 6.036
C 3.181 -0.426 4.827
C 4.467 -0.492 4.271
C 5.468 -1.238 4.982
C 5.281 -1.907 6.191
C 3.994 -1.828 6.719
N 6.807 -1.334 4.303
O 7.685 -2.016 4.814
O 6.891 -0.774 3.228
H 2.067 -1.151 6.502
H 2.359 0.121 4.351
H 4.778 -0.110 3.307
H 6.110 -2.546 6.607
H 3.660 -2.268 7.682
C -6.588 -4.427 0.083
C -6.404 -4.037 1.365
C -5.134 -3.837 1.838
C -4.065 -4.026 0.982
C -4.175 -4.563 -0.295
C -5.486 -4.687 -0.766
N -2.666 -3.740 1.436
O -2.553 -3.388 2.584
O -1.755 -3.925 0.656
H -7.603 -4.546 -0.236
H -7.273 -3.942 1.949
H -4.874 -3.453 2.849
H -3.289 -4.833 -0.820
H -5.599 -4.981 -1.778
C 2.070 1.474 -8.318
C 2.829 2.631 -8.199
C 3.940 2.574 -7.351
C 4.173 1.413 -6.590
C 3.349 0.328 -6.658
C 2.283 0.341 -7.572
N 5.383 1.394 -5.767
O 5.599 0.421 -5.036
O 6.181 2.330 -5.834
H 1.192 1.419 -8.984
H 2.585 3.525 -8.841
H 4.599 3.437 -7.340
H 3.537 -0.521 -6.054
H 1.665 -0.556 -7.712
C -0.414 -4.421 6.597
C 0.805 -4.897 7.178
C 1.933 -4.969 6.344
C 1.871 -4.325 5.136
C 0.731 -3.770 4.581
C -0.424 -3.863 5.296
N 3.058 -4.383 4.300
O 3.869 -5.259 4.511
O 3.142 -3.541 3.411
H -1.275 -4.730 7.181
H 0.828 -5.168 8.236
H 2.859 -5.350 6.739
H 0.640 -3.297 3.595
H -1.373 -3.602 4.897
C -3.374 1.017 1.263
C -3.868 -0.262 1.054
C -5.143 -0.629 1.430
C -5.855 0.318 2.183
C -5.351 1.611 2.413
C -4.123 1.967 1.954
N -7.193 -0.009 2.646
O -7.904 0.804 3.088
O -7.543 -1.164 2.532
H -2.373 1.286 1.016
H -3.311 -0.896 0.397
H -5.647 -1.557 1.221
H -5.898 2.353 2.925
H -3.733 2.949 2.225
C 0.980 -3.512 -4.729
C 0.407 -4.016 -3.535
C -0.933 -3.775 -3.323
C -1.669 -3.058 -4.196
C -1.113 -2.527 -5.319
C 0.181 -2.795 -5.619
N -3.145 -2.941 -4.034
O -3.742 -2.340 -4.915
O -3.600 -3.415 -3.003
H 1.978 -3.800 -5.101
H 0.967 -4.644 -2.828
H -1.421 -4.290 -2.491
H -1.740 -1.958 -5.960
H 0.676 -2.369 -6.532
C -7.428 -0.177 -0.959
C -6.875 1.070 -0.680
C -5.615 1.376 -1.053
C -4.904 0.405 -1.721
C -5.344 -0.889 -1.930
C -6.699 -1.173 -1.553
N -3.529 0.761 -2.131
O -2.938 1.605 -1.476
O -2.994 0.194 -3.086
H -8.469 -0.450 -0.722
H -7.503 1.728 -0.142
H -5.245 2.343 -0.922
H -4.748 -1.669 -2.391
H -7.204 -2.109 -1.742
C -2.318 1.638 4.814
C -1.002 1.144 5.099
C -0.244 1.718 6.110
C -0.759 2.803 6.721
C -1.994 3.277 6.441
C -2.870 2.663 5.537
N -0.003 3.605 7.678
O 1.117 3.190 7.956
O -0.448 4.683 8.019
H -2.971 1.119 4.125
H -0.649 0.293 4.458
H 0.761 1.384 6.363
H -2.286 4.171 7.002
H -3.910 3.009 5.351
C 2.213 0.344 -2.848
C 3.065 0.026 -1.790
C 2.502 0.062 -0.511
C 1.149 0.227 -0.358
C 0.264 0.445 -1.410
C 0.847 0.522 -2.639
N 0.624 0.106 1.013
O 1.316 -0.154 1.937
O -0.591 0.178 1.100
H 2.597 0.351 -3.878
H 4.075 -0.205 -2.046
H 3.185 0.066 0.352
H -0.798 0.582 -1.340
H 0.181 0.769 -3.486
C 6.457 -1.337 0.140
C 6.667 -0.980 -1.166
C 5.951 -1.584 -2.148
C 5.033 -2.525 -1.799
C 4.836 -2.910 -0.491
C 5.566 -2.303 0.530
N 4.253 -3.304 -2.791
O 3.307 -3.972 -2.381
O 4.544 -3.149 -3.950
H 7.143 -0.969 0.834
H 7.430 -0.248 -1.318
H 6.005 -1.384 -3.177
H 4.184 -3.743 -0.231
H 5.611 -2.696 1.561
*
```

Summary:
Gap between HOMO and LUMO in eV: 8.69
E_HOMO in eV: -9.55

***

The winner here is model B, beating the second structure by 1.902 eV.